The following is a DFT calculation (ωB97M-V with the def2-TZVPD basis set) of a cluster of 9 separate species, C52H106Br3N8O8 in total.

Output
- 2S+1 = 7
- frontier orbital gap (spin up / spin down) (eV) = 6.4 / 2.3
- net charge = +1
- ⟨S²⟩ = 12.03
- LUMO level (spin up / spin down) (eV) = -3.78 / -8.72

```
177
Properties=species:S:1:pos:R:3:forces:R:3:lowdin_spin:R:1
C -4.165 -23.621 -13.038 -1.6881 0.9708 0.2093 0.002
Br -4.947 -21.690 -13.293 0.8484 -2.1178 0.0521 0.000
Br -3.835 -24.526 -14.784 0.2891 0.7495 1.5368 0.006
Br -5.405 -24.664 -11.901 0.9191 0.7167 -0.8216 0.003
H -3.280 -23.471 -12.420 0.1283 -0.1677 -0.7049 0.000
C 1.163 -25.778 -6.451 -0.0258 0.8385 0.1401 0.003
C 0.202 -25.797 -7.681 2.2931 -2.5907 0.7832 0.018
C 0.357 -27.265 -8.170 0.8368 0.3401 -0.1487 -0.001
C -0.716 -27.718 -9.037 -2.1065 -0.0654 -2.0326 0.001
C -2.083 -27.502 -8.414 1.1045 -1.5445 0.4487 0.001
C -2.351 -26.130 -7.889 -2.1539 -0.9492 -0.7857 0.017
N -1.146 -25.686 -7.142 -2.5160 6.0846 1.4700 0.265
O -1.403 -24.339 -6.499 1.0502 -5.1435 -2.4237 0.669
C -2.864 -25.242 -9.040 2.0975 1.4314 -0.1175 0.011
C -3.606 -26.394 -6.998 1.0979 1.7929 0.9211 0.002
C 0.710 -24.821 -8.740 -1.5846 0.8973 0.2448 0.013
H 2.212 -25.967 -6.678 -0.1173 -0.4814 -0.6116 0.000
H 0.820 -26.525 -5.735 0.0305 0.1524 0.0686 0.000
H 1.242 -24.804 -5.968 -0.6052 0.1094 0.0841 0.000
H 1.190 -27.357 -8.867 0.8725 0.3399 0.7352 0.000
H 0.468 -27.991 -7.364 0.0913 0.3055 0.3002 0.000
H -0.490 -28.730 -9.373 -0.4804 -0.4418 0.3515 0.001
H -0.686 -27.190 -9.990 0.0710 0.4712 -0.2678 0.000
H -2.068 -28.085 -7.492 -0.1506 -0.6391 -0.2135 0.001
H -2.934 -27.788 -9.031 0.1540 -0.2414 -0.0308 0.000
H -3.153 -24.267 -8.647 -0.3118 0.0167 -0.0339 0.002
H -1.988 -25.037 -9.656 0.1936 0.2759 -0.2224 0.000
H -3.570 -25.598 -9.790 -0.3424 -0.5967 0.8131 0.001
H -4.525 -26.648 -7.528 0.4157 -0.4084 -0.4552 0.000
H -3.352 -27.116 -6.222 -0.2830 0.0493 0.0655 0.000
H -3.817 -25.416 -6.566 -0.1737 -0.0647 0.5905 -0.001
H 0.507 -23.875 -8.239 0.8350 0.5174 -0.2806 0.002
H 0.118 -24.742 -9.652 -0.2566 -0.4759 -0.0410 0.000
H 1.731 -24.994 -9.079 0.0389 0.0689 0.6529 0.001
C 2.789 -33.586 -15.155 -1.7255 -0.7727 -0.3822 0.002
C 2.137 -32.710 -14.049 1.4576 0.5301 1.1006 0.016
C 2.283 -31.297 -14.565 0.0029 1.5954 -0.4210 0.000
C 1.443 -30.254 -13.845 -0.1110 -0.6910 -0.0145 0.000
C 0.030 -30.710 -13.876 -0.9860 0.6862 1.2441 0.001
C -0.265 -32.080 -13.226 -3.2799 2.7805 0.4111 0.026
N 0.668 -32.980 -13.794 0.8387 -6.7505 0.7805 0.316
O 0.452 -34.371 -13.491 0.5837 5.0300 -1.0623 0.593
C -0.369 -31.944 -11.667 1.6733 -1.0413 0.1759 0.019
C -1.793 -32.308 -13.580 0.6218 -1.5742 -1.6426 0.007
C 3.013 -32.824 -12.718 -0.3669 -0.9086 -0.7909 0.015
H 3.650 -33.162 -15.672 0.3407 0.2680 0.9009 0.000
H 2.097 -33.657 -15.994 -0.4651 -0.0222 0.0100 0.000
H 2.950 -34.626 -14.873 0.2526 0.1888 0.2910 0.000
H 3.301 -30.922 -14.459 0.3543 -0.6515 -0.3894 0.000
H 2.008 -31.336 -15.619 0.0606 0.3447 -0.1936 0.000
H 1.363 -29.262 -14.290 0.9998 0.0383 -0.1924 0.000
H 1.811 -30.166 -12.823 -0.0756 0.2198 0.1574 0.000
H -0.360 -30.595 -14.888 0.0297 -0.6383 -0.2103 0.000
H -0.522 -29.954 -13.319 -0.4645 -0.0850 0.2215 0.000
H -0.553 -32.904 -11.186 -0.0745 -0.4080 -0.4110 0.001
H 0.606 -31.673 -11.260 0.0270 0.4891 0.1899 0.000
H -1.165 -31.317 -11.265 0.1503 0.4533 -0.6307 0.001
H -2.118 -33.317 -13.324 -0.0307 0.1025 0.6294 0.000
H -2.507 -31.553 -13.251 0.5272 0.0908 0.6844 0.000
H -1.960 -32.323 -14.657 0.3947 0.1249 -0.3680 0.000
H 2.609 -33.583 -12.048 -0.4987 0.4916 0.3256 0.002
H 3.242 -31.858 -12.268 -0.4659 -0.1136 0.2725 0.000
H 3.979 -33.286 -12.922 0.1585 0.2631 -0.5876 0.002
C -3.847 -28.440 -12.148 -1.6937 -1.0347 0.0105 0.004
C -5.357 -28.656 -11.692 0.8614 1.0943 0.4614 0.021
C -5.540 -28.023 -10.291 -0.9128 0.1152 -0.1365 0.000
C -7.007 -27.831 -9.824 0.7752 0.2256 0.5009 0.000
C -7.958 -27.080 -10.769 1.8567 -1.1704 0.6420 -0.001
C -7.785 -27.619 -12.227 -0.5897 1.6900 -0.3133 0.017
N -6.334 -28.021 -12.645 -0.1820 -1.8049 -3.7288 0.382
O -6.159 -28.421 -14.037 -0.9463 1.7796 5.6323 0.542
C -8.819 -28.700 -12.407 -0.0466 -1.9073 -0.5581 0.012
C -8.209 -26.433 -13.126 -0.3140 0.1812 -0.8313 0.003
C -5.525 -30.141 -11.512 -0.7863 -1.4211 -1.0746 0.015
H -3.632 -29.204 -12.895 0.0353 0.1811 -0.2272 0.000
H -3.300 -28.755 -11.259 0.4704 0.5679 -0.0179 0.000
H -3.604 -27.467 -12.574 -0.0487 0.0913 0.4860 0.000
H -5.140 -28.719 -9.554 0.4603 0.0589 -0.1263 0.000
H -4.957 -27.105 -10.211 -0.1797 0.1913 -0.0497 0.000
H -6.917 -27.304 -8.874 -0.1674 0.3623 0.0955 0.000
H -7.396 -28.787 -9.473 -0.2370 -0.2656 -0.5652 0.000
H -7.769 -26.012 -10.660 0.1123 0.1573 -0.3753 0.000
H -8.958 -27.264 -10.376 -0.1981 0.1323 -0.6032 0.000
H -8.602 -29.628 -11.877 0.5699 -0.0688 0.0906 0.000
H -9.826 -28.517 -12.032 0.0981 0.9519 -0.1108 0.001
H -8.893 -28.984 -13.456 -0.0045 0.0026 -0.0934 0.001
H -8.397 -26.701 -14.165 0.5493 -0.5289 -0.2266 0.000
H -9.193 -26.038 -12.875 -0.0596 -0.1637 0.7915 0.000
H -7.526 -25.584 -13.116 0.0935 -0.2562 0.1240 0.000
H -4.994 -30.600 -10.678 0.3439 0.5124 0.0959 0.001
H -5.192 -30.662 -12.410 0.0103 -0.0260 -0.0966 0.001
H -6.557 -30.469 -11.386 -0.2067 0.3075 0.0797 0.000
C -5.713 -33.539 -12.679 -0.0195 -1.4028 0.4710 0.003
C -7.127 -34.005 -13.049 0.3008 1.4578 1.2702 0.025
C -7.940 -32.677 -13.106 1.3074 -0.9912 0.5079 0.000
C -9.282 -32.789 -13.668 -1.5615 0.6768 -2.5661 0.000
C -9.247 -33.489 -15.075 1.2256 -0.9205 1.2630 0.000
C -8.487 -34.907 -15.033 0.6286 2.8060 -2.8700 0.016
N -7.127 -34.680 -14.319 1.1284 -4.9247 -1.7301 0.325
O -6.222 -35.818 -14.400 -3.5349 4.4026 0.2954 0.598
C -9.349 -35.958 -14.513 -0.9693 -0.9496 2.0041 0.009
C -8.304 -35.231 -16.562 1.2803 -0.8356 0.7021 0.001
C -7.658 -34.867 -11.876 0.1366 -0.3540 -0.2348 0.018
H -5.161 -33.001 -13.450 -0.2901 0.0732 -0.0213 0.000
H -5.170 -34.448 -12.419 0.4312 0.1328 -0.0793 -0.001
H -5.835 -32.974 -11.755 0.3099 0.2860 -0.1433 0.000
H -8.014 -32.289 -12.090 0.2049 -0.0485 0.1675 0.000
H -7.390 -31.932 -13.681 0.2865 -0.0768 -0.1098 0.001
H -9.485 -31.747 -13.916 -0.8585 0.1716 0.1369 0.000
H -10.069 -33.115 -12.987 0.1247 -0.3985 -0.1042 0.000
H -8.674 -32.899 -15.791 0.3312 0.3819 0.3490 0.001
H -10.203 -33.569 -15.593 -0.2476 -0.4032 0.4971 0.000
H -8.921 -36.958 -14.580 -0.0002 0.0414 -0.1296 0.001
H -9.569 -35.757 -13.464 -0.0971 -0.2924 0.0949 0.000
H -10.321 -35.907 -15.004 0.1288 -0.2073 -0.2392 0.001
H -9.227 -35.511 -17.069 -0.3364 0.6438 0.2917 0.000
H -7.742 -34.482 -17.120 -0.2091 0.1756 0.1004 0.000
H -7.738 -36.158 -16.659 0.3598 -0.0221 0.1730 -0.001
H -7.315 -34.436 -10.936 -0.3306 0.2107 0.0390 0.002
H -7.265 -35.883 -11.874 0.2386 0.0153 -0.3673 0.003
H -8.742 -34.984 -11.899 0.0423 0.3451 0.2415 0.000
C -3.302 -30.671 -7.723 0.5927 0.5231 0.5491 0.003
C -2.222 -31.495 -6.982 -1.9523 -0.7887 1.6585 0.019
C -1.938 -32.728 -7.874 -0.4703 -0.2696 0.8308 -0.001
C -0.663 -33.462 -7.597 -0.5727 -0.6435 0.1038 0.000
C 0.390 -32.454 -7.394 1.2252 -0.0085 -0.9303 0.001
C 0.257 -31.461 -6.225 -0.0312 -0.0655 -1.0935 0.021
N -1.041 -30.688 -6.453 -1.3293 2.0088 1.7638 0.386
O -1.402 -29.594 -5.639 1.6864 -4.0900 -2.9252 0.526
C 0.355 -32.168 -4.865 -0.8327 0.6088 0.0381 0.014
C 1.499 -30.597 -6.389 -0.2048 1.4942 1.1881 0.004
C -2.982 -32.088 -5.694 -0.0708 0.9287 -0.7583 0.022
H -3.507 -29.710 -7.249 0.6015 0.2205 -0.1120 -0.001
H -4.294 -31.117 -7.651 0.2399 -0.7338 -0.3050 0.000
H -2.975 -30.575 -8.759 -0.3294 0.3863 -0.1097 0.000
H -2.700 -33.472 -7.642 -0.5405 0.3710 -0.2091 0.000
H -2.022 -32.566 -8.948 0.1372 0.6292 0.0019 0.000
H -0.597 -34.055 -8.509 1.0179 -0.2798 0.1500 0.000
H -0.707 -34.160 -6.761 -0.3089 -0.0060 0.1389 0.000
H 0.442 -31.937 -8.352 0.0720 0.7151 0.0174 0.001
H 1.375 -32.918 -7.336 0.1139 -0.0588 0.3666 0.000
H 1.276 -32.740 -4.753 0.0387 0.1557 -0.2045 0.002
H 0.322 -31.366 -4.128 0.0688 -0.1937 0.2976 0.001
H -0.484 -32.837 -4.675 0.1730 0.0114 -0.0492 0.000
H 2.349 -31.229 -6.132 0.1952 0.1470 -0.6748 0.000
H 1.563 -29.994 -7.295 0.1271 -0.8844 -0.5961 0.000
H 1.550 -29.779 -5.671 -0.3233 -0.1273 0.6313 0.000
H -3.822 -32.697 -6.027 0.2942 -0.3814 -0.1582 0.001
H -3.498 -31.267 -5.196 0.5168 0.1812 0.3872 0.002
H -2.343 -32.641 -5.006 -0.2002 0.1296 -0.1430 0.000
O -7.778 -24.988 -18.289 -2.7284 -0.8061 -5.6956 0.755
C -7.362 -24.632 -17.237 1.8412 -0.0730 5.2312 0.109
N -6.216 -25.115 -16.882 1.4557 0.0041 -0.7873 0.033
C -8.330 -24.083 -16.279 -1.3376 1.0671 0.4416 0.076
H -5.719 -25.542 -17.650 0.4795 -0.3455 0.2488 0.001
H -5.672 -24.839 -16.077 -0.1448 0.2376 0.5674 0.004
H -7.974 -23.288 -15.625 0.5079 -0.0115 -0.2811 0.011
H -8.599 -24.933 -15.651 -0.1947 -0.1026 -0.0535 0.003
H -9.187 -23.708 -16.839 -0.1601 -0.1024 0.2780 0.000
O -9.856 -23.631 -7.035 -0.8833 -0.2434 -0.1688 0.000
C -8.691 -23.272 -7.118 -1.3534 -0.7740 0.7429 0.000
N -8.343 -22.225 -6.390 0.7928 1.0536 0.5644 0.000
C -7.725 -24.034 -7.897 0.9220 -0.1184 -0.8572 0.000
H -7.394 -21.911 -6.246 -0.2871 -0.0577 0.0138 0.000
H -9.101 -21.954 -5.780 0.3796 0.4443 0.1198 0.000
H -8.218 -24.862 -8.406 0.0463 0.0802 0.1540 0.000
H -6.946 -24.399 -7.228 0.2113 -0.0111 -0.2231 0.000
H -7.318 -23.355 -8.648 0.4645 -0.1665 -0.0850 0.000
O -11.670 -26.927 -9.984 -0.9997 -1.6217 -1.7386 0.000
C -11.175 -26.352 -9.059 1.0429 -1.5656 1.7901 0.000
N -10.908 -25.085 -9.093 0.6998 3.2671 -0.3131 0.000
C -10.763 -27.085 -7.763 -0.5365 -0.0959 -0.3617 0.000
H -11.128 -24.533 -9.910 -0.2524 -0.3804 -0.0160 0.000
H -10.523 -24.565 -8.317 0.0432 -0.0428 0.4663 0.000
H -10.044 -26.603 -7.101 -0.0552 0.3328 -0.2657 0.000
H -10.394 -28.077 -8.025 -0.1043 0.0289 -0.0537 0.000
H -11.695 -27.209 -7.210 0.0411 -0.1661 0.1677 0.000
```
Positions in Å, forces in eV/Å.